Formula: C19H24N4O2
Source: the OMol25 dataset
Level of theory: wB97M-V/def2-TZVPD

Last columns: bonded neighbours and bond lengths (Å).
CARTESIAN COORDINATES (ANGSTROEM)
1 C -7.71 -0.74 -1.61  C2 1.524, H26 1.087, H27 1.087, H28 1.088
2 C -7.35 0.42 -0.69  C1 1.524, C3 1.531, H29 1.092, H30 1.092
3 C -6.96 -0.08 0.71  C2 1.531, O4 1.413, H31 1.094, H32 1.097
4 O -5.80 -0.89 0.70  C3 1.413, C5 1.357
5 C -4.58 -0.32 0.57  O4 1.357, C6 1.399, C25 1.394
6 C -3.51 -1.22 0.49  C5 1.399, C7 1.375, H33 1.079
7 C -2.22 -0.78 0.39  C6 1.375, C8 1.397, H34 1.079
8 C -1.95 0.59 0.36  C7 1.397, C9 1.440, C24 1.394
9 C -0.60 1.09 0.26  C8 1.440, N10 1.291, O23 1.380
10 N -0.23 2.32 0.20  C9 1.291, C11 1.374
11 C 1.15 2.31 0.12  N10 1.374, C12 1.395, C14 1.393
12 C 1.91 3.48 0.05  C11 1.395, N13 1.150
13 N 2.54 4.44 0.00  C12 1.150
14 C 1.56 0.98 0.14  C11 1.393, N15 1.344, O23 1.347
15 N 2.77 0.41 0.06  C14 1.344, C16 1.448, C22 1.449
16 C 3.98 1.21 0.06  N15 1.448, C17 1.522, H35 1.092, H36 1.098
17 C 5.14 0.37 -0.45  C16 1.522, N18 1.458, H37 1.093, H38 1.104
18 N 5.41 -0.77 0.43  C17 1.458, C19 1.451, C21 1.454
19 C 6.15 -1.81 -0.25  N18 1.451, C20 1.525, H39 1.093, H40 1.106
20 C 7.56 -1.36 -0.61  C19 1.525, H41 1.086, H42 1.086, H43 1.087
21 C 4.22 -1.22 1.12  N18 1.454, C22 1.531, H44 1.097, H45 1.091
22 C 2.94 -1.01 0.30  N15 1.449, C21 1.531, H46 1.098, H47 1.092
23 O 0.46 0.21 0.23  C9 1.380, C14 1.347
24 C -3.01 1.49 0.44  C8 1.394, C25 1.380, H48 1.078
25 C -4.31 1.04 0.54  C5 1.394, C24 1.380, H49 1.078
26 H -7.93 -0.37 -2.61  C1 1.087
27 H -6.87 -1.43 -1.68  C1 1.087
28 H -8.57 -1.27 -1.24  C1 1.088
29 H -6.52 0.98 -1.12  C2 1.092
30 H -8.20 1.10 -0.59  C2 1.092
31 H -7.75 -0.74 1.09  C3 1.094
32 H -6.84 0.76 1.40  C3 1.097
33 H -3.73 -2.28 0.51  C6 1.079
34 H -1.40 -1.48 0.32  C7 1.079
35 H 3.83 2.07 -0.60  C16 1.092
36 H 4.20 1.59 1.07  C16 1.098
37 H 6.03 1.00 -0.49  C17 1.093
38 H 4.91 0.03 -1.47  C17 1.104
39 H 6.23 -2.66 0.43  C19 1.093
40 H 5.64 -2.16 -1.17  C19 1.106
41 H 8.04 -0.93 0.27  C20 1.086
42 H 7.55 -0.61 -1.40  C20 1.086
43 H 8.15 -2.21 -0.95  C20 1.087
44 H 4.13 -0.66 2.06  C21 1.097
45 H 4.32 -2.28 1.37  C21 1.091
46 H 3.01 -1.55 -0.65  C22 1.098
47 H 2.07 -1.39 0.84  C22 1.092
48 H -2.79 2.55 0.42  C24 1.078
49 H -5.10 1.77 0.61  C25 1.078

Results
- Gap between HOMO and LUMO: 8.01 eV
- ΔE to the lowest compared entry with this formula, charge and spin: 2.404 eV
- HOMO: -7.40 eV


Formula: C19H24N4O3
Source: the OMol25 dataset
Level of theory: wB97M-V/def2-TZVPD

Last columns: bonded neighbours and bond lengths (Å).
CARTESIAN COORDINATES (ANGSTROEM)
1 C 3.96 -4.35 -1.90  C2 1.459, H27 1.090, H28 1.091, H29 1.090
2 C 2.84 -3.85 -1.11  C1 1.459, C3 1.200
3 C 1.93 -3.42 -0.46  C2 1.200, C4 1.461
4 C 0.81 -2.91 0.34  C3 1.461, C5 1.541, H30 1.091, H31 1.089
5 C -0.19 -2.10 -0.50  C4 1.541, N6 1.457, C18 1.536, H32 1.092
6 N 0.24 -0.76 -0.89  C5 1.457, C7 1.367, H33 1.012
7 C 1.48 -0.19 -0.78  N6 1.367, O8 1.218, C9 1.480
8 O 2.36 -0.53 -0.02  C7 1.218
9 C 1.64 0.98 -1.66  C7 1.480, N10 1.367, C17 1.382
10 N 0.68 1.40 -2.55  C9 1.367, C11 1.307
11 C 1.16 2.45 -3.16  N10 1.307, N12 1.367, H34 1.078
12 N 2.42 2.75 -2.71  C11 1.367, C13 1.381, C17 1.388
13 C 3.29 3.76 -3.07  N12 1.381, C14 1.347, H35 1.080
14 C 4.49 3.84 -2.46  C13 1.347, C15 1.437, H36 1.080
15 C 4.86 2.89 -1.46  C14 1.437, C16 1.354, H37 1.081
16 C 4.01 1.89 -1.10  C15 1.354, C17 1.425, H38 1.080
17 C 2.74 1.81 -1.74  C9 1.382, N12 1.388, C16 1.425
18 C -1.51 -2.05 0.29  C5 1.536, O19 1.221, N20 1.346
19 O -2.18 -3.06 0.42  C18 1.221
20 N -1.83 -0.87 0.85  C18 1.346, C21 1.456, H39 1.006
21 C -3.03 -0.70 1.65  N20 1.456, C22 1.524, C24 1.525, H40 1.093
22 C -4.25 -0.57 0.75  C21 1.524, O23 1.424, H41 1.092, H42 1.095
23 O -4.18 0.68 0.07  C22 1.424, H43 0.960
24 C -2.84 0.49 2.58  C21 1.525, C25 1.524, H44 1.094, H45 1.094
25 C -4.04 0.77 3.48  C24 1.524, C26 1.524, H46 1.092, H47 1.095
26 C -3.74 1.89 4.48  C25 1.524, H48 1.090, H49 1.092, H50 1.092
27 H 3.67 -4.48 -2.94  C1 1.090
28 H 4.80 -3.66 -1.87  C1 1.091
29 H 4.30 -5.32 -1.53  C1 1.090
30 H 0.24 -3.75 0.74  C4 1.091
31 H 1.18 -2.31 1.17  C4 1.089
32 H -0.41 -2.68 -1.40  C5 1.092
33 H -0.31 -0.34 -1.63  N6 1.012
34 H 0.67 3.03 -3.92  C11 1.078
35 H 2.94 4.44 -3.83  C13 1.080
36 H 5.17 4.63 -2.75  C14 1.080
37 H 5.83 2.97 -0.99  C15 1.081
38 H 4.25 1.15 -0.35  C16 1.080
39 H -1.24 -0.08 0.66  N20 1.006
40 H -3.16 -1.61 2.24  C21 1.093
41 H -4.25 -1.41 0.05  C22 1.092
42 H -5.16 -0.63 1.36  C22 1.095
43 H -4.82 0.68 -0.64  O23 0.960
44 H -1.96 0.30 3.19  C24 1.094
45 H -2.63 1.38 1.97  C24 1.094
46 H -4.90 1.05 2.87  C25 1.092
47 H -4.31 -0.14 4.02  C25 1.095
48 H -4.61 2.09 5.12  C26 1.090
49 H -2.90 1.63 5.13  C26 1.092
50 H -3.49 2.81 3.96  C26 1.092

Results
- Gap between HOMO and LUMO: 8.57 eV
- ΔE to the lowest compared entry with this formula, charge and spin: 3.173 eV
- HOMO: -8.16 eV


Q: What is the formula in the second record?
A: C19H24N4O3


Q: What is the gap between HOMO and LUMO in the second record?
A: 8.57 eV


Q: Which of these has the highest HOMO?
A: C19H24N4O2